Here is 6 unconnected molecules or ions with the total composition C18H42Cl7N2O8 from the OMol25 dataset. Energies are from ωB97M-V/def2-TZVPD.

The calculated total energy is -126355.9281 eV. As for the charge: -1. Its LUMO energy is 0.0826 Eh. The molar mass is 662.7 u.

Element x y z (Å)
Cl: 1.72 -2.78 0.23
O: 2.92 -3.58 0.12
O: 1.02 -2.66 -1.00
O: 0.92 -3.42 1.23
O: 2.03 -1.43 0.59
Cl: -2.91 -7.09 0.57
C: -1.59 -5.94 0.41
C: -2.09 -4.57 -0.06
Cl: -2.46 -4.64 -1.76
H: -0.76 -6.28 -0.20
H: -1.26 -5.78 1.44
H: -1.42 -3.72 0.10
H: -3.05 -4.29 0.38
Cl: 1.86 -5.01 -4.94
C: 2.49 -4.89 -3.27
C: 1.56 -5.56 -2.28
Cl: 1.16 -7.28 -2.53
H: 2.58 -3.83 -3.04
H: 3.54 -5.19 -3.29
H: 0.57 -5.13 -2.42
H: 1.91 -5.61 -1.25
Cl: 7.13 -5.82 -1.25
C: 5.48 -5.63 -0.73
C: 4.77 -6.98 -0.80
Cl: 4.61 -7.57 -2.47
H: 5.07 -4.87 -1.40
H: 5.53 -5.29 0.31
H: 3.77 -6.96 -0.38
H: 5.38 -7.72 -0.28
C: 2.02 0.90 -2.31
O: 1.81 1.76 -1.17
C: 1.90 3.15 -1.53
C: 2.33 4.13 -0.41
N: 1.54 3.91 0.78
C: 0.25 4.61 0.88
C: -0.31 4.35 2.29
O: -0.57 2.90 2.45
C: -1.23 2.52 3.67
H: 3.00 0.96 -2.79
H: 1.30 0.98 -3.11
H: 2.07 -0.17 -2.09
H: 1.06 3.61 -2.05
H: 2.73 3.27 -2.22
H: 2.32 5.14 -0.83
H: 3.35 3.87 -0.10
H: 2.16 4.08 1.56
H: -0.37 4.25 0.06
H: 0.46 5.66 0.72
H: -1.20 4.96 2.43
H: 0.51 4.64 2.95
H: -2.16 3.02 3.93
H: -0.55 2.83 4.47
H: -1.43 1.45 3.77
C: -1.64 -0.50 0.67
O: -0.98 0.64 0.25
C: -1.54 1.40 -0.80
C: -2.93 1.96 -0.57
N: -2.86 3.24 0.20
C: -4.22 3.70 0.55
C: -4.28 5.09 1.10
O: -3.57 5.19 2.35
C: -3.47 6.55 2.73
H: -0.85 -1.16 1.03
H: -2.04 -1.04 -0.18
H: -2.39 -0.24 1.42
H: -1.48 0.86 -1.75
H: -0.96 2.29 -1.00
H: -3.60 1.20 -0.18
H: -3.34 2.24 -1.53
H: -2.33 3.07 1.03
H: -4.59 2.98 1.28
H: -4.88 3.54 -0.30
H: -5.31 5.33 1.35
H: -4.00 5.75 0.27
H: -3.17 6.51 3.77
H: -4.41 7.12 2.71
H: -2.63 7.04 2.25

Mulliken population analysis, charges in e, atoms 1 to 6:
1. Cl 1.7600
2. O -0.6868
3. O -0.6276
4. O -0.7259
5. O -0.6773
6. Cl -0.2243



Here is 7 unconnected molecules or ions with the total composition C18H42ClN6O10 from the OMol25 dataset. Energies are from ωB97M-V/def2-TZVPD.

Its spin multiplicity is 2. The calculated total energy is -61272.2935 eV. As for the charge: 0. Its LUMO energy (spin up / spin down) is -0.0246 / -0.2152 Eh. The molar mass is 538.0 u.

Element x y z (Å)
Cl: -0.84 -0.45 -0.84
O: -0.78 0.79 -0.08
O: 0.17 -0.50 -1.88
O: -0.70 -1.54 0.10
O: -2.08 -0.61 -1.40
C: -3.13 0.14 4.61
O: -3.77 -0.14 5.58
N: -1.86 0.53 4.52
C: -1.35 0.93 3.24
C: -0.91 0.81 5.59
H: -3.62 0.08 3.63
H: -0.72 0.21 2.73
H: -0.66 1.77 3.27
H: -2.18 1.01 2.54
H: -1.06 1.85 5.88
H: -1.19 0.34 6.54
H: 0.16 0.68 5.39
C: 2.00 -2.31 4.96
O: 2.37 -1.21 5.22
N: 1.78 -2.71 3.67
C: 1.55 -4.11 3.43
C: 1.86 -1.90 2.46
H: 1.80 -2.99 5.80
H: 2.27 -4.49 2.70
H: 0.58 -4.23 2.95
H: 1.37 -4.72 4.31
H: 2.78 -1.97 1.87
H: 1.01 -2.17 1.84
H: 1.59 -0.88 2.72
C: -0.57 -3.66 -3.17
O: -1.29 -3.91 -4.13
N: -0.15 -4.58 -2.27
C: -0.48 -6.02 -2.30
C: 0.63 -4.25 -1.13
H: -0.20 -2.64 -2.97
H: -0.68 -6.47 -1.32
H: 0.41 -6.52 -2.65
H: -1.30 -6.30 -2.96
H: 1.09 -3.28 -1.29
H: -0.04 -4.17 -0.28
H: 1.41 -4.98 -0.89
C: 3.95 -0.29 -2.89
O: 4.50 -0.85 -3.85
N: 4.54 0.29 -1.85
C: 3.72 0.70 -0.68
C: 6.02 0.44 -1.55
H: 2.87 -0.31 -2.69
H: 2.69 1.02 -0.83
H: 4.19 1.46 -0.06
H: 3.75 -0.12 0.03
H: 6.61 -0.19 -2.21
H: 6.27 1.50 -1.48
H: 6.25 0.13 -0.53
C: -0.47 6.27 0.08
O: -0.30 7.44 -0.21
N: -1.48 5.75 0.79
C: -1.42 4.28 1.01
C: -2.46 6.56 1.46
H: 0.12 5.44 -0.34
H: -0.82 3.69 0.32
H: -2.41 3.83 1.08
H: -0.90 4.12 1.96
H: -3.19 6.93 0.73
H: -3.01 6.08 2.26
H: -1.86 7.35 1.91
C: -2.15 -0.34 -4.71
O: -2.45 -1.32 -5.39
N: -2.70 0.86 -4.77
C: -2.15 2.07 -4.09
C: -3.74 1.22 -5.73
H: -1.24 -0.35 -4.09
H: -1.70 2.77 -4.78
H: -1.44 1.62 -3.39
H: -2.86 2.67 -3.52
H: -3.31 1.53 -6.69
H: -4.35 0.35 -5.98
H: -4.36 2.00 -5.29

Mulliken population analysis, charges in e, atoms 1 to 6:
1. Cl 1.5133
2. O -0.5231
3. O -0.5530
4. O -0.7087
5. O -0.6638
6. C 0.1642



Here is 8 unconnected molecules or ions with the total composition C18H42F2O12S6 from the OMol25 dataset. Energies are from ωB97M-V/def2-TZVPD.

The calculated total energy is -114358.2814 eV. As for the charge: 0. Its LUMO energy is -0.0062 Eh. The molar mass is 680.9 u.

Element x y z (Å)
C: 12.50 17.63 16.19
C: 11.00 17.21 16.06
O: 10.94 16.57 14.86
C: 11.93 17.01 14.05
O: 11.96 16.76 12.88
O: 12.87 17.51 14.84
F: 10.19 18.33 16.01
H: 13.16 16.90 16.73
H: 12.66 18.60 16.61
H: 10.65 16.56 16.86
C: 12.06 11.90 12.56
C: 13.05 10.76 12.68
O: 13.76 10.87 11.51
C: 13.68 12.09 11.00
O: 14.39 12.50 10.15
O: 12.67 12.75 11.54
F: 12.31 9.56 12.64
H: 12.00 12.40 13.51
H: 11.03 11.61 12.25
H: 13.73 10.80 13.54
C: 8.25 12.16 16.66
S: 9.65 11.48 15.78
O: 9.12 11.31 14.36
C: 10.58 13.02 15.81
H: 7.50 11.37 16.58
H: 7.90 13.03 16.11
H: 8.28 12.56 17.71
H: 10.79 13.16 16.90
H: 10.00 13.89 15.48
H: 11.54 13.00 15.28
C: 18.58 9.66 12.32
S: 18.63 10.67 10.83
O: 18.60 9.71 9.70
C: 17.01 11.46 10.93
H: 18.40 10.26 13.19
H: 19.53 9.18 12.42
H: 17.84 8.84 12.16
H: 16.18 10.79 11.15
H: 16.87 11.94 9.96
H: 17.01 12.18 11.76
C: 15.13 14.87 11.90
S: 15.03 14.26 13.59
O: 14.72 12.76 13.58
C: 16.77 14.30 13.99
H: 15.32 15.98 11.98
H: 14.18 14.70 11.49
H: 15.95 14.42 11.33
H: 16.70 13.92 15.01
H: 17.05 15.37 13.93
H: 17.28 13.62 13.34
C: 8.59 10.60 9.25
S: 10.20 9.85 9.51
O: 11.15 10.99 9.80
C: 9.80 8.88 10.96
H: 7.90 9.88 8.83
H: 8.93 11.35 8.51
H: 8.14 11.04 10.14
H: 10.76 8.45 11.38
H: 9.15 8.13 10.51
H: 9.28 9.59 11.59
C: 12.35 11.93 6.81
S: 11.40 13.48 6.89
O: 9.93 13.23 6.88
C: 11.79 13.91 8.60
H: 11.95 11.23 7.55
H: 13.42 12.21 7.02
H: 12.02 11.59 5.80
H: 11.42 14.91 8.86
H: 12.89 13.95 8.63
H: 11.38 13.12 9.22
C: 13.74 7.05 11.59
S: 15.41 7.85 11.77
O: 16.24 6.94 12.64
C: 15.87 7.60 10.06
H: 13.17 7.43 10.74
H: 13.17 7.27 12.49
H: 13.98 6.00 11.43
H: 15.97 6.50 9.95
H: 16.90 8.06 10.00
H: 15.16 8.02 9.35

Mulliken population analysis, charges in e, atoms 1 to 6:
1. C -0.3430
2. C 0.3056
3. O -0.3260
4. C 0.7496
5. O -0.5424
6. O -0.3407



Here is a molecular structure, C18H42HgN7O9 from the OMol25 dataset. Energies are from ωB97M-V/def2-TZVPD.

Its spin multiplicity is 2. The calculated total energy is -52374.5137 eV. As for the charge: 0. Its LUMO energy (spin up / spin down) is 0.0179 / 0.0136 Eh. The molar mass is 701.2 u.

Element x y z (Å)
Hg: 0.45 0.06 0.53
N: 1.51 -0.31 3.23
O: 0.59 0.48 3.07
O: 1.98 -0.82 2.24
O: 1.96 -0.45 4.35
C: 3.61 -1.75 -2.25
C: 2.81 -0.45 -2.06
O: 1.91 -0.38 -1.29
N: 3.22 0.55 -2.89
C: 2.77 1.89 -2.88
H: 4.46 -1.77 -1.56
H: 4.07 -1.77 -3.24
H: 2.95 -2.62 -2.21
H: 4.07 0.42 -3.41
H: 2.27 2.18 -3.81
H: 3.66 2.51 -2.75
H: 2.17 2.12 -2.00
C: -1.47 4.36 -0.70
C: -1.39 3.33 0.41
O: -0.82 2.25 0.25
N: -1.96 3.75 1.57
C: -2.05 3.05 2.85
H: -0.54 4.33 -1.27
H: -1.59 5.38 -0.32
H: -2.35 4.17 -1.30
H: -2.48 4.60 1.42
H: -1.11 2.56 3.09
H: -2.68 2.18 2.63
H: -2.48 3.46 3.76
C: 4.49 1.61 0.79
C: 3.09 2.06 1.25
O: 2.08 1.71 0.64
N: 3.06 2.89 2.28
C: 1.80 3.52 2.81
H: 4.64 0.69 1.35
H: 5.24 2.35 1.04
H: 4.42 1.43 -0.29
H: 3.89 3.14 2.81
H: 1.54 2.95 3.70
H: 0.93 3.65 2.17
H: 2.12 4.52 3.09
C: 2.18 -3.72 0.27
C: 0.72 -3.39 0.10
O: 0.34 -2.24 0.31
N: -0.04 -4.37 -0.40
C: -1.47 -4.31 -0.80
H: 2.62 -4.26 -0.57
H: 2.21 -4.36 1.16
H: 2.79 -2.83 0.42
H: 0.39 -5.27 -0.60
H: -1.61 -4.73 -1.79
H: -1.83 -3.28 -0.73
H: -1.91 -4.87 0.03
C: -2.51 -2.80 2.21
C: -2.67 -1.35 1.66
O: -1.63 -0.70 1.43
N: -3.88 -0.89 1.36
C: -5.09 -1.69 1.55
H: -2.91 -2.87 3.23
H: -1.45 -3.03 2.27
H: -3.03 -3.58 1.66
H: -4.03 0.01 0.93
H: -5.25 -1.90 2.60
H: -5.05 -2.65 1.03
H: -6.02 -1.25 1.18
C: -2.92 1.05 -2.25
C: -1.80 0.10 -2.39
O: -1.00 -0.06 -1.47
N: -1.71 -0.62 -3.47
C: -0.68 -1.61 -3.74
H: -3.52 1.03 -3.17
H: -2.72 2.09 -2.01
H: -3.62 0.77 -1.46
H: -2.39 -0.55 -4.21
H: -0.92 -2.61 -3.37
H: 0.27 -1.38 -3.26
H: -0.69 -1.71 -4.82

Mulliken population analysis, charges in e, atoms 1 to 6:
1. Hg 3.4487
2. N 0.9057
3. O -0.4104
4. O -0.4898
5. O -0.7622
6. C -1.3935



Here is 3 unconnected molecules or ions with the total composition C18H42N3O11P2 from the OMol25 dataset. Energies are from ωB97M-V/def2-TZVPD.

The calculated total energy is -64903.5709 eV. As for the charge: +1. Its LUMO energy is -0.1848 Eh. The molar mass is 538.5 u.

Element x y z (Å)
N: 4.17 -0.88 -5.90
C: 4.27 -2.08 -5.19
N: 4.63 -3.34 -5.94
C: 3.94 -4.57 -5.39
C: 3.44 -4.46 -3.84
O: 4.55 -4.90 -2.98
C: 2.83 -2.98 -3.49
C: 2.12 -2.87 -2.00
C: 0.77 -1.91 -2.23
O: 0.71 -0.63 -1.79
O: -0.39 -2.48 -2.96
N: 3.98 -1.98 -3.69
H: 4.93 -0.62 -6.60
H: 3.38 -0.21 -5.65
H: 4.24 -3.19 -6.92
H: 3.02 -4.94 -6.05
H: 4.74 -5.46 -5.45
H: 2.54 -5.23 -3.71
H: 4.27 -4.98 -2.01
H: 2.02 -2.70 -4.30
H: 2.81 -2.32 -1.20
H: 1.78 -3.91 -1.58
H: -0.20 -2.44 -3.96
H: 3.63 -1.03 -3.43
O: 3.54 0.31 4.42
P: 2.37 0.71 3.49
O: 3.22 1.87 2.67
C: 4.44 1.53 2.01
C: 4.19 1.14 0.57
O: 1.64 1.74 4.59
C: 1.79 1.50 5.98
C: 2.95 2.31 6.55
O: 1.06 1.16 2.45
C: 0.86 0.50 1.22
C: 1.04 -1.00 1.29
H: 4.97 0.73 2.53
H: 5.07 2.42 2.04
H: 3.66 0.19 0.52
H: 5.13 1.04 0.03
H: 3.57 1.89 0.06
H: 1.91 0.42 6.18
H: 0.86 1.80 6.47
H: 3.85 2.22 5.95
H: 3.17 2.00 7.57
H: 2.69 3.37 6.55
H: 1.50 0.95 0.46
H: -0.17 0.71 0.91
H: 2.04 -1.27 1.65
H: 0.90 -1.45 0.30
H: 0.32 -1.45 1.98
O: -4.38 0.47 1.62
P: -4.77 1.64 0.69
O: -6.34 1.16 0.49
C: -7.18 0.96 1.62
C: -7.95 2.22 1.95
O: -4.16 0.95 -0.70
C: -3.07 0.05 -0.62
C: -3.56 -1.39 -0.56
O: -5.20 2.96 -0.35
C: -5.70 4.17 0.19
C: -4.96 4.64 1.43
H: -6.61 0.62 2.49
H: -7.89 0.17 1.36
H: -7.27 3.00 2.33
H: -8.70 2.03 2.71
H: -8.44 2.63 1.06
H: -2.42 0.29 0.24
H: -2.45 0.19 -1.51
H: -4.34 -1.53 0.18
H: -2.73 -2.07 -0.32
H: -3.98 -1.68 -1.53
H: -6.77 4.07 0.38
H: -5.60 4.93 -0.59
H: -4.98 3.89 2.22
H: -5.41 5.56 1.81
H: -3.91 4.83 1.20

Mulliken population analysis, charges in e, atoms 1 to 6:
1. N -0.3918
2. C 0.4175
3. N -0.2944
4. C -0.6803
5. C -0.1121
6. O -0.5221



Here is a molecular structure, C18H42N3O2P2Sm from the OMol25 dataset. Energies are from ωB97M-V/def2-TZVPD.

Its spin multiplicity is 6. The calculated total energy is -64378.9275 eV. As for the charge: +2. Its LUMO energy (spin up / spin down) is -0.2386 / -0.2368 Eh. The molar mass is 544.9 u.

Element x y z (Å)
Sm: -0.36 -0.03 -0.07
P: 0.03 -2.19 -1.54
P: 0.31 2.51 0.30
N: 0.42 0.79 -2.34
C: 0.98 -1.58 -3.00
H: 1.83 -2.28 -3.12
H: 0.29 -1.68 -3.86
C: 1.47 -0.12 -2.94
H: 2.39 -0.02 -2.34
H: 1.74 0.19 -3.97
C: 0.71 2.28 -2.47
H: -0.25 2.77 -2.70
H: 1.41 2.49 -3.29
C: 1.31 2.85 -1.18
H: 1.37 3.95 -1.19
H: 2.31 2.42 -0.95
C: 1.16 2.96 1.90
C: 2.04 1.84 2.56
H: 2.97 1.60 2.00
H: 1.55 0.89 2.60
H: 2.21 2.08 3.64
C: -1.35 3.31 0.16
C: -2.38 2.81 1.22
H: -3.37 2.70 0.75
H: -2.49 3.55 2.03
H: -2.15 1.83 1.65
C: -1.66 -2.74 -2.01
C: -2.31 -3.56 -0.87
H: -3.39 -3.63 -1.06
H: -2.19 -3.09 0.13
H: -1.87 -4.57 -0.84
C: 1.02 -3.44 -0.65
C: 0.53 -3.77 0.78
H: 1.32 -4.34 1.28
H: -0.39 -4.38 0.77
H: 0.35 -2.87 1.40
C: 2.13 -0.43 0.27
O: 3.19 -0.64 0.74
C: -1.09 4.83 0.18
H: -0.05 5.09 0.45
H: -1.27 5.25 -0.82
H: -1.77 5.32 0.90
C: -1.42 -3.51 -3.33
H: -1.96 -4.47 -3.29
H: -1.72 -2.89 -4.19
H: -0.34 -3.75 -3.49
C: 1.07 -4.64 -1.59
H: 1.72 -5.40 -1.14
H: 0.05 -5.07 -1.74
H: 1.50 -4.35 -2.57
C: 0.06 3.48 2.87
H: -0.75 2.74 3.03
H: 0.52 3.77 3.83
H: -0.44 4.37 2.44
H: 1.84 3.75 1.57
H: 2.02 -2.95 -0.55
H: -1.72 2.99 -0.84
H: -2.23 -1.80 -2.17
H: -0.48 0.62 -2.83
H: -2.26 0.52 -0.89
N: -0.28 -1.42 3.66
C: -0.33 -0.13 3.33
N: -0.13 0.70 4.33
O: -0.43 0.23 2.09
H: -0.41 -1.69 4.65
H: -0.56 -2.07 2.94
H: 0.14 1.69 4.15
H: -0.15 0.32 5.26

Mulliken population analysis, charges in e, atoms 1 to 6:
1. Sm 0.4522
2. P -0.2588
3. P -0.3091
4. N -0.0196
5. C -0.7128
6. H 0.4018